[1]
{"formula": "C2H10NO", "method": "wB97M-V/def2-TZVPD", "lumo_energy_ha": -0.12909, "total_charge": 1, "homo_lumo_gap_ev": 12.7, "e_above_lowest_kcal_mol": 13.7, "e_tot_ha": -211.9366, "symbols": ["C", "C", "N", "H", "H", "H", "H", "H", "H", "H", "H", "H", "H", "O"], "coordinates": [[-1.8695, 0.5854, -0.6630], [-0.8824, 0.9212, 0.3818], [0.1936, -0.2150, 0.6054], [-1.8797, 1.4268, -1.3858], [-1.6226, -0.2983, -1.2988], [-2.8125, 0.2272, -0.2639], [-0.2281, 1.7740, 0.0067], [-1.2968, 1.1680, 1.3466], [1.0568, 0.2183, 0.9898], [0.5368, -0.6837, -0.2415], [-0.0775, -0.9325, 1.2684], [3.1522, -0.9313, -0.9057], [3.1120, -1.8669, 0.4157], [2.6177, -1.3935, -0.2558]], "nbo_charge": [-0.673, -0.200, -0.692, 0.261, 0.236, 0.251, 0.225, 0.238, 0.447, 0.463, 0.435, 0.504, 0.505, -1.001]}

[2]
{"formula": "C2H10NO", "method": "wB97M-V/def2-TZVPD", "lumo_energy_ha": -0.14028, "total_charge": 1, "homo_lumo_gap_ev": 10.8, "e_above_lowest_kcal_mol": 36.3, "e_tot_ha": -211.9005, "symbols": ["C", "O", "H", "H", "H", "H", "C", "N", "H", "H", "H", "H", "H", "H"], "coordinates": [[1.4686, 1.3760, 1.3483], [0.8573, 0.5179, 0.4293], [0.8481, 0.7966, -0.5013], [1.4286, 0.8858, 2.3348], [2.5137, 1.4741, 1.0556], [0.9240, 2.2852, 1.7129], [-0.6091, -1.2081, -1.3679], [-1.6041, -0.7029, -0.3975], [-2.5118, -1.1886, -0.4565], [-1.3502, -0.7376, 0.5960], [-1.7113, 0.3143, -0.4586], [-0.7934, -2.2560, -1.6479], [0.4258, -1.2250, -0.9560], [-0.6219, -0.6781, -2.3292]], "nbo_charge": [-0.269, -0.775, 0.474, 0.194, 0.196, 0.188, -0.468, -0.674, 0.450, 0.463, 0.450, 0.252, 0.272, 0.247]}

[3]
{"formula": "C2H10NO3", "method": "wB97M-V/def2-TZVPD", "lumo_energy_ha": 0.13346, "total_charge": -1, "homo_lumo_gap_ev": 7.2, "e_above_lowest_kcal_mol": 17.3, "e_tot_ha": -362.6798, "symbols": ["C", "O", "C", "N", "H", "H", "H", "H", "H", "H", "H", "H", "O", "H", "H", "O"], "coordinates": [[-0.0663, -0.6711, 1.0599], [-0.0059, 0.5331, 0.4668], [0.7568, -1.7884, 0.2789], [0.4973, -1.7277, -1.1641], [-1.0832, -1.1206, 1.1703], [0.3383, -0.7778, 2.0963], [0.5165, -2.7760, 0.6995], [1.7851, -1.5066, 0.5251], [1.3570, -1.4928, -1.6144], [-0.0704, -0.8763, -1.2475], [1.4416, 0.8954, 0.1717], [2.3371, 1.2865, -1.0063], [2.4300, 0.9071, -0.1324], [-3.6286, 3.3677, -1.0781], [-2.8825, 2.6587, -0.0566], [-3.7227, 3.0888, -0.1692]], "nbo_charge": [-0.021, -0.936, -0.261, -0.876, 0.084, 0.088, 0.140, 0.176, 0.343, 0.369, 0.502, 0.434, -1.041, 0.455, 0.484, -0.941]}